No. 1
Density functional theory data (the ωB97M-V functional and the def2-TZVPD basis) for a gas-phase ion, C14H19N2 (charge +1) in a non-equilibrium geometry.

**Molar mass**: 215.32 g mol⁻¹
**HOMO-LUMO gap**: 8.2 eV
**Charge**: +1
**SMILES**: C1=CC=CC(N2CCC[N+]3=C2CCC3)C=C1
**HOMO**: -11.3 eV
**LUMO energy**: -0.1138 Ha
**Energy above the lowest of the compared OMol25 structures with the same formula, charge and spin**: 1.681 eV

Each line ends with the Löwdin charge.
Positions of all 35 atoms, in Å:
C: 2.930127 0.416421 -3.505126  -0.0818
C: 2.226841 -0.659379 -3.941836  -0.0852
C: 1.342306 -1.384015 -3.098975  -0.0764
C: 0.857219 -1.318651 -1.809951  -0.0250
C: 1.054154 -0.394868 -0.635632  -0.2814
N: -0.138484 0.137625 0.029253  0.0248
C: -1.219838 0.637516 -0.796407  -0.1207
C: -2.160540 1.586022 -0.052655  -0.1326
C: -2.713126 0.958008 1.215039  -0.1423
N: -1.657118 0.233857 1.848340  -0.0439
C: -0.479090 -0.124149 1.318086  -0.1288
C: 0.338655 -0.813730 2.354769  -0.0585
C: -0.577624 -0.884671 3.589350  -0.1147
C: -1.855289 -0.110649 3.234869  -0.1211
C: 2.114638 0.608745 -1.033608  -0.0142
C: 2.828488 0.893491 -2.170024  -0.0818
H: 3.640920 0.913889 -4.180455  0.1191
H: 2.374756 -1.024227 -4.972061  0.1202
H: 1.007410 -2.303708 -3.620468  0.1155
H: 0.277802 -2.219985 -1.540613  0.1132
H: 1.561026 -1.005675 0.104870  0.1309
H: -1.850582 -0.200001 -1.143526  0.1463
H: -0.822729 1.149816 -1.668917  0.1405
H: -1.637916 2.511718 0.243647  0.1323
H: -3.021968 1.852301 -0.694328  0.1359
H: -3.085983 1.730651 1.925454  0.1473
H: -3.573558 0.280704 0.995140  0.1509
H: 0.651784 -1.801562 2.033745  0.1314
H: 1.226875 -0.226968 2.575891  0.1384
H: -0.868168 -1.920057 3.834629  0.1252
H: -0.119261 -0.430249 4.483154  0.1258
H: -2.772977 -0.719066 3.365957  0.1439
H: -1.968887 0.803084 3.854172  0.1417
H: 2.488091 1.168572 -0.151810  0.1120
H: 3.602046 1.659191 -1.989975  0.1129

Forces on atoms 1 to 6 (eV/Å):
C -0.6801 -1.1016 -1.2094
C 1.0339 1.4220 -0.3356
C -1.5026 -1.5848 1.1564
C -0.5701 -1.0035 -1.1226
C 2.2429 -0.4185 -1.3157
N -1.1956 -0.2702 1.5826

=====

No. 2
Density functional theory data (the ωB97M-V functional and the def2-TZVPD basis) for a molecular structure, C20H16N7O2OsS2.

**Molar mass**: 640.76 g mol⁻¹
**HOMO-LUMO gap (alpha / beta)**: 5.8 / 5.8 eV
**Charge**: +1
**HOMO (alpha / beta)**: -11.2 / -11.2 eV
**LUMO energy (alpha / beta)**: -0.1962 / -0.1962 Ha

Each line ends with the Löwdin charge.
Positions of all 48 atoms, in Å:
Os: 0.136159 0.252190 0.471394  1.3507
O: -0.531256 2.244636 0.366300  -0.2088
N: -0.419148 2.894518 1.440762  0.0560
N: 0.088038 2.251107 2.396306  -0.1201
O: 0.526376 0.949050 2.176089  -0.2518
C: 0.310237 2.799053 3.702794  -0.1733
C: -0.220453 4.046776 4.000779  -0.0079
C: 0.007846 4.568629 5.261829  -0.0553
C: 0.744961 3.854586 6.197584  -0.0609
C: 1.259578 2.609614 5.874046  -0.0560
C: 1.047421 2.064816 4.615852  -0.0066
H: -0.794629 4.591542 3.266430  0.1160
H: -0.396319 5.539387 5.512704  0.1151
H: 0.917191 4.271404 7.180161  0.1134
H: 1.834872 2.052908 6.600627  0.1140
H: 1.450173 1.098272 4.355944  0.1149
S: 0.742294 -1.944067 0.361615  0.6854
C: -0.744508 -2.555762 1.010216  -0.7499
N: -0.979026 -3.862031 1.329643  0.1429
N: -0.041831 -4.676870 1.210437  0.0697
C: -0.173255 -6.061006 1.486799  -0.2046
C: 0.960709 -6.843924 1.318318  -0.0078
C: 0.878485 -8.201225 1.577790  -0.0526
C: -0.323910 -8.751514 1.998163  -0.0478
C: -1.448794 -7.949299 2.159573  -0.0486
C: -1.386549 -6.592132 1.904554  -0.0018
N: -1.796407 -1.797316 1.155980  0.0540
N: -1.634870 -0.538421 0.821995  -0.2190
C: -2.851806 0.230110 0.857557  -0.2690
C: -3.108128 1.156645 -0.140871  -0.0499
C: -4.279833 1.896209 -0.091275  -0.0592
C: -5.181332 1.708918 0.946237  -0.0692
C: -4.917309 0.769751 1.933272  -0.0659
C: -3.753733 0.018178 1.891541  -0.0265
H: 0.879454 -4.348618 0.893333  0.1187
H: 1.892629 -6.400656 0.987545  0.1222
H: 1.751663 -8.825138 1.450917  0.1169
H: -0.387948 -9.811787 2.200163  0.1166
H: -2.382392 -8.385940 2.485464  0.1170
H: -2.252629 -5.957092 2.022263  0.1176
H: -2.416029 1.277581 -0.963222  0.1046
H: -4.490243 2.612310 -0.873699  0.1135
H: -6.093662 2.288449 0.982000  0.1103
H: -5.620435 0.619500 2.741269  0.1105
H: -3.538278 -0.715761 2.655700  0.1102
S: 3.339357 0.605597 -2.837812  0.7585
C: 2.223188 0.621527 -1.746221  -0.9146
N: 1.369492 0.691452 -0.907122  -0.2216

Forces on atoms 1 to 6 (eV/Å):
Os -0.7280 -0.1169 0.5054
O 0.1343 -0.1730 -0.1978
N 0.0288 0.1686 0.3224
N -0.0963 -0.4036 -0.2284
O 0.2170 0.3900 0.0817
C 0.0010 0.0433 0.0450

=====

No. 3
Density functional theory data (the ωB97M-V functional and the def2-TZVPD basis) for 11 unconnected molecules or ions with the total composition C47H62N4O21 in a non-equilibrium geometry.

**Molar mass**: 1019.02 g mol⁻¹
**HOMO-LUMO gap**: 8.4 eV
**Charge**: 0
**SMILES**: C[C@H]1COC(=O)O1.C[C@H]1COC(=O)O1.C[C@H]1COC(=O)O1.C[C@H]1COC(=O)O1.C[C@H]1COC(=O)O1.C[C@H]1COC(=O)O1.C[C@H]1COC(=O)O1.c1cc[nH]c1.c1ccncc1.c1ccncc1.c1ccncc1
**HOMO**: -8.0 eV
**LUMO energy**: 0.0119 Ha
**Energy above the lowest of the compared OMol25 structures with the same formula, charge and spin**: 0.000 eV

Each line ends with the Löwdin charge.
Positions of all 134 atoms, in Å:
C: 6.660301 -1.745482 -1.787196  -0.0220
C: 5.328537 -1.240755 -2.345101  -0.3237
C: 5.059326 -1.612941 -3.838103  -0.0405
O: 4.111158 -2.685759 -3.760459  0.0677
C: 3.732253 -2.862408 -2.505159  -0.6144
O: 3.019139 -3.693067 -2.122040  0.1617
O: 4.270864 -1.908574 -1.691759  0.0603
H: 6.501787 -1.671555 -0.697550  0.0809
H: 7.524030 -1.102523 -2.055562  0.0985
H: 6.807391 -2.807328 -2.017289  0.0926
H: 5.267335 -0.180361 -2.159576  0.1058
H: 5.943966 -2.048640 -4.278200  0.1260
H: 4.623370 -0.794247 -4.434614  0.1171
C: -2.373161 -5.653721 -0.057056  -0.0176
C: -2.384953 -4.471018 0.919489  -0.3738
C: -3.608989 -4.427913 1.864651  -0.0698
O: -3.094376 -4.554388 3.199040  0.0835
C: -1.744103 -4.539016 3.140145  -0.5260
O: -1.034585 -4.512140 4.057344  0.2029
O: -1.330106 -4.577170 1.795740  0.0208
H: -1.475298 -5.644614 -0.731183  0.0905
H: -3.244400 -5.564990 -0.707093  0.0782
H: -2.364030 -6.612825 0.525855  0.1032
H: -2.325430 -3.500567 0.344098  0.1509
H: -4.262336 -5.255261 1.610880  0.1262
H: -4.130311 -3.486753 1.739744  0.1210
C: 0.046045 6.125709 -3.607946  -0.0152
C: 0.031805 4.774899 -2.832919  -0.3149
C: 1.415279 4.090157 -2.777056  -0.0668
O: 1.365265 3.429649 -1.485216  0.0380
C: 0.495532 4.136958 -0.712574  -0.5304
O: 0.273654 3.841289 0.404560  0.1536
O: -0.174429 5.093413 -1.475823  0.0631
H: 0.202461 6.025566 -4.697707  0.0902
H: 0.837327 6.781802 -3.183866  0.0957
H: -0.889396 6.652728 -3.489513  0.0694
H: -0.637506 4.019417 -3.227884  0.1504
H: 2.218191 4.824900 -2.746739  0.1382
H: 1.647635 3.313381 -3.494310  0.1068
C: -2.039796 6.119402 3.906596  -0.0009
C: -1.568613 4.724922 4.116616  -0.3028
C: -1.866769 3.710815 3.095755  -0.1060
O: -0.744175 2.806265 3.078493  0.0582
C: 0.225458 3.406637 3.793908  -0.5997
O: 1.273093 2.842523 3.959773  0.1354
O: -0.101117 4.631805 4.160001  0.1019
H: -1.376317 6.619504 3.190918  0.1018
H: -2.021634 6.727041 4.849601  0.1027
H: -3.072914 6.144219 3.532618  0.0879
H: -1.759437 4.241324 5.079187  0.1635
H: -1.924763 4.111388 2.104078  0.1136
H: -2.760217 3.174995 3.380040  0.1273
C: -2.594982 2.512977 -0.296338  0.0034
C: -3.904266 3.302093 -0.243482  -0.2544
C: -5.228571 2.518986 -0.124340  -0.0859
O: -5.961249 3.299026 0.785144  0.0538
C: -5.108826 4.025325 1.543439  -0.6226
O: -5.368547 4.695545 2.468636  0.1751
O: -3.902895 3.998022 1.013683  0.0556
H: -2.473074 1.828263 0.568967  0.0911
H: -1.708149 3.144635 -0.285092  0.0496
H: -2.549640 1.942005 -1.265163  0.1137
H: -3.964927 4.083239 -1.012057  0.1591
H: -5.072071 1.515958 0.284963  0.1259
H: -5.796215 2.458173 -1.037851  0.1333
C: 2.908177 -4.333463 1.332935  0.0131
C: 2.587383 -5.750897 1.900666  -0.3042
C: 1.900641 -5.881303 3.261207  -0.1157
O: 1.092418 -7.002586 3.058223  0.0445
C: 0.844096 -7.161086 1.675191  -0.5327
O: 0.023020 -7.877651 1.244732  0.1763
O: 1.659428 -6.329508 1.029143  0.0818
H: 2.085449 -3.635553 1.566539  0.0748
H: 2.936660 -4.383670 0.258450  0.0589
H: 3.844898 -4.016036 1.753711  0.0776
H: 3.476745 -6.391135 1.847418  0.1534
H: 1.271508 -5.026181 3.341259  0.1003
H: 2.569539 -5.942887 4.098730  0.1359
C: -7.098576 1.834132 3.466187  0.0056
C: -5.592935 1.660964 3.704687  -0.3316
C: -5.175856 0.756855 4.866766  -0.0871
O: -4.037471 0.115153 4.352947  0.0876
C: -4.085221 0.113165 3.034443  -0.5471
O: -3.437095 -0.516182 2.280665  0.1728
O: -5.013612 1.045445 2.571109  0.0445
H: -7.557186 0.827046 3.472161  0.0993
H: -7.245818 2.315178 2.509335  0.0667
H: -7.534290 2.479094 4.226639  0.0929
H: -5.047393 2.600593 3.885461  0.1372
H: -5.904180 -0.002534 5.185572  0.1399
H: -4.778171 1.232840 5.782220  0.1476
C: 3.810441 2.020660 -4.273298  -0.1416
C: 2.971972 1.263826 -5.144758  -0.0919
C: 2.199990 0.460873 -4.255111  -0.1070
N: 2.575163 0.820908 -2.972882  0.0211
C: 3.613126 1.677168 -2.948807  -0.1692
H: 4.533721 2.725364 -4.637289  0.0838
H: 2.886864 1.200608 -6.196097  0.0733
H: 1.512298 -0.345430 -4.527904  0.0837
H: 2.095731 0.390114 -2.146682  0.1073
H: 4.037559 2.124262 -2.083890  0.0919
C: -0.391957 -1.570319 1.262635  -0.0500
C: 0.154699 -2.319525 0.233556  -0.0623
C: 0.857884 -1.683699 -0.782571  -0.1121
N: 0.999634 -0.380102 -0.786082  0.0583
C: 0.484858 0.334893 0.170591  -0.1460
C: -0.273004 -0.214327 1.177877  -0.0534
H: -0.900289 -2.050445 2.082543  0.1059
H: 0.133632 -3.397118 0.224407  0.0928
H: 1.207804 -2.281566 -1.652705  0.1042
H: 0.716189 1.387392 0.239765  0.0934
H: -0.658386 0.423883 1.974997  0.1042
C: -1.371871 -4.041122 -3.968860  -0.0929
C: -1.893544 -3.168428 -4.873334  -0.0745
C: -1.028327 -2.332096 -5.542548  -0.1747
N: 0.258476 -2.279326 -5.334783  0.0615
C: 0.769360 -3.248339 -4.541236  -0.1161
C: -0.025426 -4.146768 -3.856312  -0.0684
H: -2.000357 -4.735028 -3.445543  0.1002
H: -2.935190 -3.089206 -5.133199  0.1021
H: -1.438754 -1.561993 -6.172060  0.1018
H: 1.829360 -3.241555 -4.517029  0.0826
H: 0.445595 -4.771701 -3.112149  0.1080
C: 4.413671 0.711775 0.800975  -0.0851
C: 3.425241 1.478816 1.329823  -0.0637
C: 3.501387 2.870554 1.247451  -0.1233
N: 4.478998 3.473975 0.571760  0.0685
C: 5.438797 2.689818 0.099474  -0.1876
C: 5.454625 1.311634 0.161235  -0.1028
H: 4.381122 -0.333158 0.933281  0.0980
H: 2.654622 1.111789 1.989740  0.1035
H: 2.769188 3.425184 1.841443  0.1028
H: 6.292613 3.235175 -0.346495  0.1125
H: 6.381695 0.781844 -0.126466  0.1103

Forces on atoms 1 to 6 (eV/Å):
C -0.5086 0.2632 0.6850
C 0.8146 -0.2901 -1.2254
C 0.0372 0.5366 0.3426
O 0.2291 0.0894 -0.4375
C 1.6963 2.4514 0.0354
O -2.1044 -2.4545 0.9109

=====

> charge of number 3 (C47H62N4O21)?

0